No. 1
# C23H21N3O3

The molecule C23H21N3O3 (ωB97M-V with the def2-TZVPD basis set, the OMol25 dataset).

Calculated values
charge = 0
energy above the lowest of the compared OMol25 structures with the same formula, charge and spin = 5.7 kcal/mol
calculated total energy = -1279.1081 hartree

Last column: natural (NBO) charge in e.
Positions of all 50 atoms, in Å:
C 0.862 2.344 -2.263  -0.648
C -0.344 1.620 -2.839  -0.075
O -0.500 0.361 -2.176  -0.536
C -1.708 0.039 -1.689  0.806
O -2.695 0.712 -1.874  -0.610
C -1.732 -1.213 -0.897  -0.265
C -3.000 -1.760 -0.689  -0.123
C -3.189 -2.864 0.112  -0.261
C -2.091 -3.445 0.732  -0.168
C -0.831 -2.921 0.543  -0.286
C -0.618 -1.800 -0.266  0.317
N 0.683 -1.348 -0.444  -0.653
C 1.481 -0.980 0.698  0.103
C 2.942 -0.893 0.359  0.064
C 3.795 -1.871 -0.108  -0.214
C 5.115 -1.519 -0.358  -0.192
C 5.565 -0.223 -0.145  -0.212
C 4.705 0.760 0.320  -0.156
C 3.390 0.408 0.567  -0.161
C 2.262 1.248 1.039  0.675
O 2.270 2.419 1.325  -0.567
N 1.187 0.389 1.141  -0.476
C -0.144 0.796 1.312  0.354
C -1.025 0.046 2.087  -0.253
C -2.354 0.427 2.111  -0.168
C -2.767 1.546 1.398  -0.044
C -4.199 1.964 1.325  -0.633
C -1.783 2.251 0.711  0.055
N -0.520 1.881 0.653  -0.430
H 1.766 1.757 -2.413  0.202
H 0.980 3.302 -2.761  0.217
H 0.719 2.511 -1.197  0.257
H -1.261 2.200 -2.697  0.212
H -0.212 1.410 -3.906  0.184
H -3.835 -1.279 -1.174  0.236
H -4.177 -3.271 0.257  0.217
H -2.220 -4.315 1.359  0.215
H 0.020 -3.392 1.013  0.211
H 0.750 -0.649 -1.176  0.415
H 1.295 -1.690 1.513  0.204
H 3.445 -2.877 -0.279  0.220
H 5.802 -2.266 -0.725  0.216
H 6.597 0.020 -0.347  0.217
H 5.036 1.773 0.488  0.232
H -0.683 -0.813 2.643  0.222
H -3.070 -0.150 2.680  0.217
H -4.803 1.416 2.044  0.214
H -4.300 3.032 1.512  0.221
H -4.577 1.762 0.323  0.235
H -2.029 3.145 0.153  0.193

=====

No. 2
# C6HO6Os

A structure of composition C6HO6Os (ωB97M-V with the def2-TZVPD basis set, the OMol25 dataset).

Calculated values
2S+1 = 5
charge = +3
energy above the lowest of the compared OMol25 structures with the same formula, charge and spin = 9.3 kcal/mol
calculated total energy = -769.7131 hartree
⟨S²⟩ = 6.0364

Last column: natural (NBO) charge in e.
Positions of all 14 atoms, in Å:
O -0.182 4.019 -2.950  -0.158
C 0.207 3.086 -2.389  0.505
Os -0.002 -0.814 0.566  0.682
O -0.004 2.222 1.313  -0.148
C 0.008 1.103 1.032  0.481
C -0.094 -2.675 -0.185  0.525
O -0.138 -3.766 -0.565  -0.123
C 1.857 -0.630 -0.031  0.513
O 2.929 -0.384 -0.407  -0.128
C -1.862 -0.538 -0.036  0.512
O -2.927 -0.256 -0.410  -0.126
H 0.149 2.108 -1.693  0.081
O 0.048 -1.986 3.404  -0.062
C 0.011 -1.490 2.350  0.446

=====

No. 3
# H26O13

A structure of composition H26O13 (ωB97M-V with the def2-TZVPD basis set, the OMol25 dataset).

Calculated values
charge = 0
energy above the lowest of the compared OMol25 structures with the same formula, charge and spin = 180.1 kcal/mol
calculated total energy = -993.4861 hartree

Last column: natural (NBO) charge in e.
Positions of all 39 atoms, in Å:
H -0.469 0.634 -0.506  0.460
H 0.551 -0.533 -0.476  0.455
H -0.916 -4.774 -1.269  0.461
H -1.454 -3.659 -1.933  0.458
H -3.153 -3.225 0.608  0.477
H -3.534 -3.123 -0.836  0.458
H 2.316 -0.819 -3.331  0.423
H 2.179 -0.592 -1.894  0.437
H -0.449 1.052 -3.095  0.458
H -0.823 1.983 -4.196  0.472
H -4.861 0.194 -1.180  0.478
H -3.901 1.195 -0.511  0.474
H 3.867 2.799 1.492  0.475
H 4.052 2.503 -0.014  0.473
H -0.742 5.364 -0.783  0.475
H 0.733 4.928 -0.430  0.470
H 3.849 -1.583 -1.491  0.481
H 3.144 -0.659 -0.492  0.437
H 1.015 1.260 4.331  0.458
H 1.720 1.637 3.151  0.459
H -1.875 -2.775 3.487  0.460
H -0.773 -1.980 4.203  0.469
H 4.730 -2.251 0.961  0.472
H 3.446 -1.816 1.605  0.462
H -4.779 2.659 1.022  0.471
H -3.778 1.581 1.097  0.466
O -0.281 -0.149 -0.109  -0.914
O -0.611 -4.089 -1.747  -0.919
O -3.632 -3.734 -0.114  -0.934
O 2.862 -0.518 -2.560  -0.897
O -1.077 1.168 -3.760  -0.930
O -4.796 0.811 -0.448  -0.953
O 3.580 2.288 0.720  -0.947
O 0.115 5.648 -0.372  -0.945
O 3.865 -0.695 -1.116  -0.881
O 1.054 0.986 3.432  -0.917
O -1.494 -1.821 3.573  -0.929
O 4.182 -2.469 1.733  -0.936
O -3.860 2.576 1.249  -0.936

=====

No. 4
# C4H7FO2S

A cluster of 2 separate species, C4H7FO2S in total (ωB97M-V with the def2-TZVPD basis set, the OMol25 dataset).

Calculated values
charge = 0
energy above the lowest of the compared OMol25 structures with the same formula, charge and spin = 128.8 kcal/mol
calculated total energy = -804.9343 hartree

Last column: natural (NBO) charge in e.
Positions of all 15 atoms, in Å:
C 1.869 -1.774 0.090  -0.100
C 1.099 -1.384 -0.938  -0.344
C -1.327 1.882 0.568  -0.856
C -0.133 -0.660 -0.795  0.007
O 0.328 0.110 1.683  -0.944
O -1.949 -0.597 0.948  -0.929
F 0.475 1.731 -1.612  -0.721
S -0.738 0.172 0.736  2.110
H 2.667 -2.457 0.029  0.210
H 1.585 -1.406 1.124  0.253
H 1.348 -1.767 -1.901  0.241
H -2.339 1.759 0.895  0.246
H -0.853 2.757 1.111  0.274
H -1.131 2.064 -0.466  0.311
H -0.902 -0.431 -1.473  0.241

=====

No. 5
# C21H29F4NO15

A cluster of 5 separate species, C21H29F4NO15 in total (ωB97M-V with the def2-TZVPD basis set, the OMol25 dataset).

Calculated values
charge = 0
calculated total energy = -2400.4870 hartree

Last column: natural (NBO) charge in e.
Positions of all 70 atoms, in Å:
C 5.563 -0.593 1.781  -0.596
C 4.338 -0.505 2.724  -0.413
C 3.022 -0.258 1.949  -0.402
C 1.761 -1.017 2.416  -0.204
C 0.739 -0.942 1.248  -0.610
C 1.976 -2.497 2.813  0.013
N 2.433 -2.624 4.220  -0.844
C 0.713 -3.380 2.733  -0.440
C 1.338 -4.764 2.827  0.358
O 0.415 -5.732 2.436  -0.697
O 2.401 -4.640 1.874  -0.508
C 2.882 -3.359 1.911  0.798
O 3.847 -3.062 1.275  -0.574
H 6.299 -1.286 2.184  0.209
H 5.266 -0.954 0.798  0.205
H 5.997 0.397 1.640  0.197
H 4.299 -1.375 3.371  0.199
H 4.521 0.373 3.346  0.199
H 2.782 0.800 2.073  0.228
H 3.153 -0.399 0.876  0.207
H 1.293 -0.541 3.281  0.206
H -0.281 -1.147 1.565  0.202
H 1.044 -1.698 0.518  0.198
H 0.823 0.026 0.759  0.234
H 2.730 -1.729 4.583  0.376
H 1.677 -2.949 4.807  0.358
H 0.264 -3.405 1.740  0.236
H -0.075 -3.150 3.449  0.221
H 1.771 -5.016 3.795  0.159
H 0.616 -6.547 2.906  0.481
O 1.440 2.907 2.520  -0.577
C 1.237 3.297 1.417  0.973
O 1.017 4.589 1.086  -0.486
C 0.938 4.677 -0.343  -0.130
C 0.562 3.266 -0.721  0.442
F 1.093 2.901 -1.910  -0.321
O 1.179 2.503 0.315  -0.502
H 1.915 4.946 -0.747  0.199
H 0.199 5.412 -0.648  0.221
H -0.504 3.066 -0.727  0.179
O -1.970 4.480 -1.872  -0.583
C -2.932 4.344 -1.188  0.981
O -2.954 3.617 -0.046  -0.494
C -4.231 3.807 0.578  -0.127
C -5.087 4.228 -0.595  0.420
F -6.048 5.116 -0.227  -0.329
O -4.146 4.886 -1.433  -0.487
H -4.156 4.600 1.324  0.203
H -4.565 2.888 1.052  0.213
H -5.531 3.400 -1.150  0.196
O 1.422 -1.659 -3.995  -0.556
C 2.236 -2.321 -3.447  0.968
O 2.792 -2.035 -2.246  -0.486
C 3.611 -3.144 -1.854  -0.131
C 3.910 -3.794 -3.185  0.445
F 4.029 -5.140 -3.088  -0.326
O 2.755 -3.482 -3.943  -0.498
H 3.041 -3.807 -1.203  0.211
H 4.496 -2.802 -1.325  0.222
H 4.790 -3.400 -3.696  0.149
O -5.250 1.916 -2.534  -0.580
C -6.199 1.687 -3.212  0.980
O -6.150 1.207 -4.469  -0.469
C -7.490 0.929 -4.893  -0.131
C -8.298 1.830 -3.985  0.445
F -9.497 1.297 -3.664  -0.319
O -7.485 1.888 -2.822  -0.494
H -7.718 -0.122 -4.710  0.208
H -7.611 1.152 -5.949  0.215
H -8.449 2.842 -4.364  0.158

=====

No. 6
# C9H14Si

A cluster of 2 separate species, C9H14Si in total (ωB97M-V with the def2-TZVPD basis set, the OMol25 dataset).

Calculated values
charge = 0
energy above the lowest of the compared OMol25 structures with the same formula, charge and spin = 195.7 kcal/mol
calculated total energy = -640.5263 hartree

Last column: natural (NBO) charge in e.
Positions of all 24 atoms, in Å:
C -1.266 0.256 -0.064  -0.039
C -0.544 1.415 0.022  -0.054
C -0.409 -0.907 -0.087  -0.135
C 0.868 1.026 0.079  -0.652
C 0.834 -0.391 0.208  0.081
C -2.730 0.104 -0.143  -0.646
C -1.074 2.822 0.142  -0.629
C -0.874 -2.378 -0.390  -0.623
C 3.264 -2.644 0.045  -0.476
Si 2.446 1.897 0.319  1.078
H -3.199 0.544 -0.972  0.221
H -3.118 0.563 0.753  0.222
H -3.151 -0.943 -0.218  0.217
H -0.904 3.151 1.129  0.211
H -2.183 2.654 0.014  0.215
H -0.702 3.567 -0.533  0.217
H -1.121 -2.856 0.540  0.220
H -0.107 -2.898 -0.896  0.218
H -1.815 -2.296 -0.983  0.212
H 3.971 -2.233 -0.545  0.144
H 3.530 -2.627 1.073  0.164
H 2.254 -2.708 -0.351  0.175
H 2.259 3.271 0.086  -0.195
H 3.770 1.609 0.773  -0.144